Entry 1:
Here is a 2-piece molecular cluster, C3H5N3 overall in a non-equilibrium geometry from the OMol25 dataset. Energies are from the ωB97M-V functional and the def2-TZVPD basis.

The geometry in XYZ format:
```
11
C3H5N3 | the OMol25 dataset | the ωB97M-V functional and the def2-TZVPD basis
C 0.3116 0.2356 -1.0233
C -0.6526 1.1238 -1.2265
C 0.2007 -0.0112 0.3387
N -1.2318 1.5349 -0.1237
N -0.7323 0.7897 0.8729
N 0.9859 -1.6775 1.3457
H 0.9389 -0.2368 -1.7655
H -0.8456 1.7256 -2.0718
H -1.2559 0.6645 1.7638
H 0.3291 -2.2870 0.9240
H 1.9519 -1.8617 0.9659
```

Results
Energy relative to the best compared isomer or geometry (same formula, charge and spin) (kJ/mol): 176.6
Spin multiplicity: 3
HOMO energy (alpha / beta) (eV): -7.223 / -8.773
Electronic energy (hartree): -281.3337
Kohn-Sham gap (alpha / beta) (eV): 8.22 / 6.30



Entry 2:
Here is a 2-piece molecular cluster, C2H7O2 overall from the OMol25 dataset. Energies are from the ωB97M-V functional and the def2-TZVPD basis.

The geometry in XYZ format:
```
11
C2H7O2 | the OMol25 dataset | the ωB97M-V functional and the def2-TZVPD basis
C -0.0557 -0.6121 0.6223
O 0.3132 -0.3788 -0.6660
C 1.1223 -0.5722 1.6136
H -0.5533 -1.6081 0.7583
H -0.8217 0.1179 0.9723
H 1.3647 0.4308 1.9489
H 1.9866 -0.9876 1.1046
H 0.9070 -1.2093 2.4888
H -0.6998 0.5733 -1.3243
H -0.8108 1.8891 -2.1611
O -1.3275 1.3622 -1.5545
```

Results
Energy relative to the best compared isomer or geometry (same formula, charge and spin) (kJ/mol): 10.2
HOMO energy (eV): -2.830
Total charge: -1
Electronic energy (hartree): -230.8808
Kohn-Sham gap (eV): 7.60



Entry 3:
Here is C16H29Al2BBeBrCl4F6N3O10 as an isolated structure in a non-equilibrium geometry from the OMol25 dataset. Energies are from the ωB97M-V functional and the def2-TZVPD basis.

The geometry in XYZ format:
```
73
C16H29Al2BBeBrCl4F6N3O10 | the OMol25 dataset | the ωB97M-V functional and the def2-TZVPD basis
C -2.8291 -0.6932 2.5952
C -2.4049 -0.7847 1.1523
Cl -3.0662 -2.1333 0.2955
C -0.9617 -0.8986 0.9230
N -0.1224 0.2223 1.2688
C 0.0174 1.0881 0.1314
C -0.0559 2.5591 0.3938
N -1.0124 3.1947 -0.5042
C 1.3732 1.0119 -0.5583
O 1.2779 1.3502 -1.8123
O 2.4000 0.7538 0.0602
H -3.7958 -1.1202 2.7238
H -2.9230 0.3451 2.8637
H -2.1154 -1.1375 3.2626
H -2.7803 0.1059 0.6672
H -0.6451 -1.7413 1.5009
H -0.7962 -1.1824 -0.0815
H -0.4822 0.7148 2.0725
H -0.7326 0.8120 -0.5820
H 0.9720 2.9283 0.2171
H -0.2963 2.8153 1.4040
H -1.8543 2.6406 -0.4920
H -0.6898 3.2035 -1.4710
C 3.5410 -2.8856 -0.6523
C 2.6486 -2.5571 -1.8285
O 1.5508 -1.7271 -1.4409
H 2.9802 -3.3920 0.1310
H 4.5945 -3.5961 -0.8987
H 3.9425 -1.9370 -0.2489
H 2.1985 -3.4369 -2.2996
H 3.2043 -1.9824 -2.6283
H 1.8980 -0.8988 -1.0442
Al 1.4154 3.7900 -1.2432
C 0.4043 4.2587 5.0253
C -0.6702 3.9483 4.1018
N -1.5330 3.6983 3.3843
H 0.7191 3.3657 5.5606
H 1.2644 4.6616 4.4956
H 0.0793 4.9962 5.7554
C 2.4487 1.4170 -5.4370
O 1.1160 1.7411 -5.0471
H 2.6354 1.8935 -6.3939
H 3.1735 1.7864 -4.7066
H 2.5762 0.3362 -5.5506
H 0.9544 1.3229 -4.1954
C -3.3710 6.8498 3.1029
Cl -3.5905 6.4849 1.3966
Cl -2.2096 8.1644 3.3220
Cl -4.9052 7.2370 3.8698
H -2.9691 5.9668 3.5775
F 0.7669 -4.5910 -0.6611
Al 0.2019 -4.9239 0.8981
F -1.1860 -5.8069 0.8700
F -0.0699 -3.4407 1.6532
F 1.3928 -5.7273 1.7305
B -2.3546 -2.5744 -3.4855
O -2.9536 -2.8482 -4.8130
C -3.8728 -1.9448 -5.0944
O -4.5370 -1.8883 -6.0846
C -3.9439 -0.9571 -3.8870
O -4.6715 -0.0124 -3.7963
O -3.0445 -1.3299 -2.9859
F -0.9289 -2.4163 -3.6339
F -2.5500 -3.6097 -2.6442
C 2.6488 -1.5146 2.7417
C 3.0058 -3.0446 3.1758
O 3.3725 -3.1206 4.3279
O 2.8201 -3.7985 2.2320
H 2.8117 -0.8487 3.5808
H 3.2904 -1.2376 1.9073
H 1.6100 -1.5038 2.4353
Be 1.3254 -1.3634 -3.1161
Br 4.2930 -5.0575 -1.4892
```

Results
HOMO energy (eV): -8.681
Electronic energy (hartree): -7082.1884
Kohn-Sham gap (eV): 2.66



Entry 4:
Here is C13H24N4O5 in the gas phase in a non-equilibrium geometry from the OMol25 dataset. Energies are from the ωB97M-V functional and the def2-TZVPD basis.

The geometry in XYZ format:
```
46
C13H24N4O5 | the OMol25 dataset | the ωB97M-V functional and the def2-TZVPD basis
C -4.8403 -0.5646 0.0264
N -3.3865 -0.4607 -0.0751
C -2.5924 -0.6623 0.9249
O -2.7353 -1.5515 1.7958
C -1.2849 0.1513 0.7790
C -0.4655 0.3778 2.0698
C 0.0210 -0.7681 2.9110
C 1.1301 -1.6629 2.2380
C 0.7810 -3.1364 2.1768
N -0.5323 -3.3550 1.5253
N -0.4679 -0.3413 -0.3432
C -0.6087 -0.1202 -1.6824
O -1.4780 0.5929 -2.1708
C 0.4746 -0.7788 -2.5298
C 0.1269 -2.2511 -2.8390
C -0.0020 -2.9681 -1.5822
O -1.1383 -3.2055 -1.0889
O 0.9369 -2.9350 -0.8083
N 0.6034 -0.1570 -3.8099
C 1.6103 0.7547 -3.8772
C 1.6904 1.4952 -5.1134
O 2.5273 0.8714 -3.1490
H -5.2167 0.0129 0.8634
H -5.2920 -0.6717 -0.9043
H -5.0618 -1.4951 0.5160
H -2.9184 0.0638 -0.8202
H -1.6518 1.1633 0.4603
H -1.2566 0.9020 2.6363
H 0.2851 1.0610 1.8959
H 0.4316 -0.1597 3.7312
H -0.6683 -1.4128 3.3268
H 2.0705 -1.3995 2.6586
H 1.2520 -1.4468 1.2010
H 0.8545 -3.5326 3.2125
H 1.4230 -3.6002 1.5429
H -1.2759 -2.9271 2.0278
H -0.4895 -2.9799 0.5557
H -0.6683 -4.3185 1.5203
H 0.3069 -0.9590 -0.1401
H 1.3927 -0.8797 -1.9070
H 0.8629 -2.7435 -3.4496
H -0.8279 -2.2248 -3.3560
H -0.1009 -0.2527 -4.4866
H 0.8473 1.2893 -5.9732
H 2.7132 1.3879 -5.4033
H 1.5151 2.5359 -4.8137
```

Results
Energy relative to the best compared isomer or geometry (same formula, charge and spin) (kJ/mol): 267.6
SMILES: CNC(=O)[C@@H](CCCC[NH3+])NC(=O)[C@@H](CC(=O)[O-])NC(C)=O
HOMO energy (eV): -8.617
Electronic energy (hartree): -1104.9666
Kohn-Sham gap (eV): 9.17



Entry 5:
Here is C4H8O2 in the gas phase from the OMol25 dataset. Energies are from the ωB97M-V functional and the def2-TZVPD basis.

The geometry in XYZ format:
```
14
C4H8O2 | the OMol25 dataset | the ωB97M-V functional and the def2-TZVPD basis
C -1.6858 -0.3350 -0.4440
C -0.2744 0.2267 -0.3313
O -0.2520 1.3984 0.4791
C 0.7032 -0.7453 0.3326
C 2.0141 -0.0243 0.5626
O 2.9066 -0.0052 -0.2528
H -2.3407 0.3702 -0.9679
H -1.7018 -1.2830 -0.9931
H -2.0985 -0.5026 0.5563
H 0.1158 0.4562 -1.3350
H -0.5390 2.1485 -0.0517
H 0.8807 -1.6084 -0.3167
H 0.2870 -1.0826 1.2898
H 2.1000 0.5299 1.5173
```

Results
Energy relative to the best compared isomer or geometry (same formula, charge and spin) (kJ/mol): 103.8
SMILES: C[C@@H](O)CC=O
HOMO energy (eV): -9.684
Electronic energy (hartree): -307.6729
Kohn-Sham gap (eV): 10.50



Entry 6:
Here is C19H20CsN3O3S2 as an isolated structure from the OMol25 dataset. Energies are from the ωB97M-V functional and the def2-TZVPD basis.

The geometry in XYZ format:
```
48
C19H20CsN3O3S2 | the OMol25 dataset | the ωB97M-V functional and the def2-TZVPD basis
Cs -0.2343 2.3586 -1.8210
C 0.9580 2.6296 1.3006
C 0.8510 1.1526 0.9687
N -0.3267 0.6708 0.8223
N -0.4439 -0.7111 0.7537
C -0.9298 -1.2788 -0.2809
S -1.4030 -0.7112 -1.8214
S -1.1888 -3.0670 -0.0985
C -0.5233 -3.4100 1.5647
C -1.5769 -3.4636 2.6331
C -1.8576 -4.6467 3.3065
C -2.8370 -4.6983 4.2894
C -3.5497 -3.5574 4.6177
C -3.2756 -2.3675 3.9518
C -2.3042 -2.3190 2.9689
C 2.1294 0.4060 0.8696
C 2.4396 -0.6581 1.6976
C 3.6597 -1.3175 1.6184
C 4.5785 -0.8885 0.6600
C 4.2968 0.1659 -0.1817
C 3.0531 0.8683 -0.1264
O 2.7729 1.8351 -0.9111
H 0.7678 3.2911 0.4559
H 1.9671 2.8483 1.6463
H 0.2454 2.8765 2.0911
H 0.1939 -2.6066 1.7432
H 0.0046 -4.3632 1.5032
H -1.2978 -5.5404 3.0540
H -3.0416 -5.6322 4.7992
H -4.3159 -3.5928 5.3826
H -3.8281 -1.4694 4.1993
H -2.0896 -1.3986 2.4412
H 1.7048 -0.9786 2.4298
H 3.8828 -2.1495 2.2760
H 5.5361 -1.3981 0.5729
H 5.0131 0.4865 -0.9298
N 0.2570 2.1141 -5.5984
C -0.0452 3.4624 -5.1073
C -1.5255 3.6134 -4.7819
C -1.8026 4.7940 -3.8065
O -2.6346 5.6363 -4.1705
O -1.1483 4.7590 -2.7322
H 1.2544 1.9867 -5.7234
H -0.1924 1.9476 -6.4911
H 0.2447 4.2539 -5.8180
H 0.5431 3.6261 -4.2051
H -1.8738 2.6840 -4.3170
H -2.1072 3.7573 -5.6957
```

Results
Energy relative to the best compared isomer or geometry (same formula, charge and spin) (kJ/mol): 23.0
HOMO energy (eV): -1.530
Total charge: -2
Electronic energy (hartree): -1942.6005
Kohn-Sham gap (eV): 5.63



Entry 7:
Here is C4H8O2 as an isolated structure from the OMol25 dataset. Energies are from the ωB97M-V functional and the def2-TZVPD basis.

The geometry in XYZ format:
```
14
C4H8O2 | the OMol25 dataset | the ωB97M-V functional and the def2-TZVPD basis
C 1.3725 0.7211 1.0487
C 0.1526 0.2381 0.3359
C 0.0137 0.4015 -1.1670
O -0.8544 -0.7208 -1.4993
C -0.9514 -1.4620 -0.3957
O -0.1194 -1.1217 0.5219
H 1.3606 1.8147 1.1046
H 1.3905 0.3419 2.0750
H 2.3143 0.4253 0.5543
H -1.5883 0.3824 0.6242
H -0.4872 1.3279 -1.4663
H 0.9466 0.2947 -1.7561
H -2.1785 -0.1869 0.4627
H -1.3716 -2.4562 -0.4429
```

Results
Energy relative to the best compared isomer or geometry (same formula, charge and spin) (kJ/mol): 500.3
HOMO energy (eV): -7.015
Electronic energy (hartree): -307.5219
Kohn-Sham gap (eV): 8.04



Entry 8:
Here is a 4-piece molecular cluster, C6H18O5 overall in a non-equilibrium geometry from the OMol25 dataset. Energies are from the ωB97M-V functional and the def2-TZVPD basis.

The geometry in XYZ format:
```
29
C6H18O5 | the OMol25 dataset | the ωB97M-V functional and the def2-TZVPD basis
O -1.0082 0.2006 -0.6508
C 0.1372 0.1161 -1.0789
O 0.9061 1.1359 -1.1683
C 0.8138 -1.1760 -1.5011
C 1.8590 -1.5644 -0.4432
C 1.2673 -1.8429 0.9504
C 2.3904 -2.3615 1.8415
C 0.1045 -2.8126 0.8868
H 0.4242 2.0390 -1.1149
H 1.1437 -1.1208 -2.5401
H 0.0660 -1.9709 -1.5061
H 2.5512 -0.7221 -0.3340
H 2.3932 -2.4246 -0.8386
H 0.8944 -0.9045 1.3669
H 2.6732 -3.4087 1.7307
H 3.2946 -1.7800 1.6412
H 2.1518 -2.1895 2.8862
H -0.8153 -2.3684 0.5038
H -0.2285 -3.0888 1.8983
H 0.2811 -3.7582 0.3789
H -2.1798 2.1541 0.4444
H -1.4588 2.4374 1.7216
O -1.3910 2.6272 0.7761
H -3.7788 0.9215 -0.0860
H -3.9113 -0.0481 1.1752
O -3.9360 0.8627 0.8696
H 1.2615 3.7887 -1.1329
H -0.0780 3.8716 -0.3364
O 0.3217 3.5704 -1.1808
```

Results
Energy relative to the best compared isomer or geometry (same formula, charge and spin) (kJ/mol): 2.6
Spin multiplicity: 2
HOMO energy (alpha / beta) (eV): -15.036 / -15.022
Total charge: +1
Electronic energy (hartree): -615.2913
Kohn-Sham gap (alpha / beta) (eV): 11.43 / 6.03